# C21H31Cl2N2O14P

A cluster of 3 separate species, C21H31Cl2N2O14P in total (ωB97M-V/def2-TZVPD, the OMol25 dataset).

Calculated values
E_tot = -3243.4606 Eh
HOMO = -8.94 eV
max |F| = 3.86 eV Å⁻¹
SMILES = C/C(Cl)=C(\Cl)[C@@]1(P(=N)(O)O)C(=O)N[C@@](CCCCOC=O)(CCC(=O)O)[C@H]1O.O=C1OCCO1.O=C1OCCO1
total charge = 0

Atoms and positions in Å:
C1 3.20311 3.22265 4.39920
C2 2.36388 2.52636 3.35599
Cl1 0.78615 2.02386 3.91074
C3 2.77799 2.29979 2.13385
Cl2 4.41391 2.88886 1.81781
C4 2.00655 1.56547 1.03910
P1 2.99709 1.60748 -0.57433
N1 3.19765 3.09079 -1.02814
O1 2.23013 0.84360 -1.76492
O2 4.38103 0.80810 -0.40507
C5 1.76631 0.07322 1.46886
O3 2.57855 -0.77192 1.59857
N2 0.42070 0.00843 1.61230
C6 -0.37779 0.87742 0.69908
C7 -0.47619 -0.04139 -0.56340
C8 -1.47366 -1.21209 -0.39034
C9 -0.98839 -2.37177 -1.31972
C10 -0.11142 -3.37483 -0.55213
O4 0.81915 -4.04416 -1.41108
C11 1.98339 -3.35117 -1.51377
O5 2.24092 -2.73050 -2.47529
C12 -1.69539 1.17487 1.42066
C13 -2.55534 2.30158 0.79314
C14 -2.54611 2.33733 -0.72010
O6 -1.68461 2.81824 -1.35280
O7 -3.62785 1.80848 -1.39242
C15 0.60975 2.08555 0.57162
O8 0.23697 3.28924 1.21122
H1 3.72570 4.08246 3.98305
H2 2.58650 3.53371 5.24548
H3 3.92855 2.50413 4.79929
H4 2.77523 3.71580 -0.34776
H5 1.72800 1.47202 -2.30300
H6 4.51253 0.23746 -1.18079
H7 0.01400 -0.88265 1.87001
H8 -0.82329 0.53532 -1.42888
H9 0.49580 -0.49689 -0.75279
H10 -2.50715 -0.93006 -0.61237
H11 -1.48342 -1.63248 0.62742
H12 -0.33935 -1.91560 -2.07752
H13 -1.84741 -2.83647 -1.80761
H14 0.39963 -2.92496 0.31237
H15 -0.77125 -4.15653 -0.15945
H16 2.73911 -3.39119 -0.70884
H17 -1.42317 1.51966 2.42291
H18 -2.32121 0.29281 1.57673
H19 -2.31089 3.30194 1.15039
H20 -3.59287 2.11282 1.09538
H21 -4.02610 2.54277 -1.89786
H22 0.56913 2.32902 -0.49724
H23 0.75820 3.99708 0.81321
O9 -7.25043 3.72227 -3.86675
C16 -6.62599 2.76707 -4.18670
O10 -5.40999 2.43095 -3.66191
C17 -5.09750 1.11356 -4.12495
C18 -5.91674 1.00017 -5.38572
O11 -7.02042 1.86474 -5.11880
H24 -4.02987 1.01301 -4.30672
H25 -5.39703 0.39296 -3.36168
H26 -5.38493 1.36769 -6.26583
H27 -6.25737 -0.01494 -5.57678
O12 1.60130 -6.74339 1.53431
C19 2.31586 -5.90245 1.96897
O13 3.46816 -6.14260 2.64936
C20 4.15212 -4.89609 2.80325
C21 3.03354 -3.89131 2.69228
O14 2.08941 -4.56415 1.85502
H28 4.66607 -4.85109 3.76080
H29 4.88713 -4.79567 2.00162
H30 2.56354 -3.68161 3.65563
H31 3.35040 -2.95284 2.24384



# C21H31Cl5N2O3PSSi2W

A structure of composition C21H31Cl5N2O3PSSi2W (ωB97M-V/def2-TZVPD, the OMol25 dataset).

Calculated values
E_tot = -4840.5553 Eh
HOMO (spin up / spin down) = -10.79 / -10.79 eV
max |F| = 3.00 eV Å⁻¹
total charge = +1

Atoms and positions in Å:
W1 -0.14025 1.13693 -0.61839
Cl1 1.34574 3.34377 0.96673
C1 -0.27348 3.13513 1.63587
C2 -1.10734 2.20335 0.99986
C3 -2.43905 2.15541 1.49420
Cl2 -3.56815 1.28127 0.59960
C4 -2.88201 3.00561 2.50671
Cl3 -4.48115 2.82613 3.10499
C5 -1.91321 3.83354 3.14549
Cl4 -2.31576 4.75481 4.55150
C6 -0.65178 4.00720 2.59078
Cl5 0.42589 5.18012 3.17213
C7 -0.87494 -0.80201 3.72236
Si1 0.51625 -0.53794 2.53187
C8 1.64431 -1.99185 2.51989
C9 1.45994 0.89203 3.29935
N1 -0.18545 -0.42935 0.85082
C10 -1.00151 -1.47558 0.40705
C11 -1.36773 -2.60811 1.17027
C12 -2.39859 -3.41697 0.65152
C13 -3.10483 -3.06728 -0.51745
C14 -2.71146 -2.03293 -1.30063
C15 -1.59682 -1.29696 -0.89734
N2 -1.05316 -0.21673 -1.60672
Si2 -1.27089 -0.22255 -3.52396
C16 -1.50283 -2.00238 -4.03594
C17 -2.84902 0.73112 -3.87075
C18 0.26944 0.38664 -4.35703
H1 -1.84919 -0.92865 3.23421
H2 -0.92130 0.05358 4.39492
H3 -0.73082 -1.69856 4.28599
H4 2.26685 -1.96670 1.61227
H5 1.16027 -2.94888 2.48767
H6 2.26452 -2.02877 3.38438
H7 1.88555 0.40348 4.22717
H8 0.86050 1.72770 3.66929
H9 2.32842 1.27765 2.75775
H10 -0.96237 -2.80405 2.11521
H11 -2.63687 -4.32502 1.22126
H12 -3.92980 -3.70759 -0.86613
H13 -3.28340 -1.78114 -2.20487
H14 -2.50865 -2.25828 -4.33700
H15 -1.33979 -2.71485 -3.20727
H16 -0.82414 -2.22929 -4.90778
H17 -3.72290 0.23223 -3.47166
H18 -2.98501 0.87146 -4.94815
H19 -2.88425 1.74640 -3.44710
H20 1.14696 0.08920 -3.73773
H21 0.49673 1.45448 -4.56945
H22 0.34689 -0.11744 -5.32492
C19 4.10407 -0.05804 0.95910
O1 2.72741 0.30506 0.66999
P1 2.15883 0.29225 -0.82362
O2 2.42991 -1.10980 -1.47109
C20 1.91762 -2.44929 -1.29359
O3 3.24715 1.06332 -1.67072
C21 3.62999 2.42312 -1.33690
H23 4.68152 0.87527 0.92049
H24 4.42552 -0.77088 0.21787
H25 4.01763 -0.43404 1.96576
H26 1.72913 -2.83741 -2.28817
H27 1.02866 -2.46676 -0.68728
H28 2.67778 -2.98334 -0.76730
H29 4.35500 2.72104 -2.05726
H30 4.04435 2.52727 -0.31588
H31 2.80137 3.11306 -1.38079
S1 -0.12633 2.66982 -2.20142